{"formula": "C3H3N3O", "method": "ωB97M-V/def2-TZVPD", "homo_ev": -9.60, "smiles": "[H]/N=c1/nncco1", "elements": ["H", "N", "C", "N", "N", "C", "C", "O", "H", "H"], "coordinates": [[-2.66678, 0.68964, -0.17837], [-2.32341, -0.36314, -0.20392], [-1.11696, -0.41886, 0.11467], [-0.31286, -1.62049, 0.23859], [0.87287, -1.55781, 0.15538], [1.48649, -0.21122, -0.12733], [0.81609, 0.96106, -0.04786], [-0.44601, 0.86514, 0.45021], [2.56394, -0.27836, -0.44678], [1.12663, 1.93404, 0.04540]], "atomic_forces_ev_per_a": [[1.0, -2.8, -0.1], [-0.5, 1.8, 0.4], [0.7, 2.3, 0.2], [-4.7, 0.2, 0.4], [4.5, 2.8, -0.8], [1.4, -0.6, -1.0], [-0.8, -4.3, 1.9], [-1.3, -1.7, -0.9], [-1.5, 0.1, 0.5], [1.3, 2.1, -0.5]], "lowdin_charge": [0.133, 0.164, -0.389, 0.052, 0.031, -0.063, -0.108, -0.027, 0.109, 0.097]}